# C44H45F6IrN3O6PS2Te

A structure of composition C44H45F6IrN3O6PS2Te in a non-equilibrium geometry (ωB97M-V/def2-TZVPD, OMol25).

```
! wB97M-V def2-TZVPD RIJCOSX def2/J DEFGRID3
* xyz 0 1
Ir -1.3205 0.7261 -1.0712
C -2.2499 -4.4072 3.2287
O -3.3373 -4.3906 2.3126
C -3.2734 -3.5294 1.2860
C -4.4072 -3.5287 0.4371
C -4.4212 -2.7037 -0.6397
C -3.3334 -1.8415 -0.9366
C -3.3018 -1.1039 -2.1481
C -4.4005 -1.1747 -3.1578
O -2.3176 -0.3654 -2.4724
C -2.2345 -1.8057 -0.0336
O -1.1857 -1.0341 -0.1764
C -2.2068 -2.6900 1.0551
H -2.5017 -5.1539 3.9763
H -2.1349 -3.4313 3.7054
H -1.3200 -4.6872 2.7267
H -5.2315 -4.1838 0.6764
H -5.2832 -2.6973 -1.2915
H -4.6077 -2.2003 -3.4613
H -4.1351 -0.5750 -4.0237
H -5.3048 -0.7636 -2.7029
H -1.3496 -2.6503 1.7111
O -4.8952 2.4148 -3.1514
C -4.3032 3.3721 -3.8837
C -5.1227 4.0767 -4.7707
C -4.6089 5.0967 -5.5390
C -3.2608 5.4488 -5.4498
C -2.4422 4.7506 -4.5931
C -2.9374 3.6981 -3.8104
C -2.0111 2.9643 -2.9432
O -2.4901 2.0341 -2.1891
N -0.7316 3.2651 -2.9343
N -0.1399 2.4520 -2.0130
C 0.8886 2.8645 -1.3910
S 1.2784 1.6970 -0.1278
C 2.2505 2.8548 0.8653
C 2.9610 3.7446 -0.1549
S 1.7829 4.3342 -1.4309
H -4.2782 2.1087 -2.4613
H -6.1686 3.8061 -4.8144
H -5.2637 5.6351 -6.2120
H -2.8638 6.2578 -6.0467
H -1.3921 4.9943 -4.5113
H 2.9529 2.2617 1.4498
H 1.5913 3.4236 1.5178
H 3.7809 3.2130 -0.6362
H 3.3628 4.6239 0.3448
F -2.9870 1.0498 0.6451
P -4.6124 1.5747 0.9337
F -4.0047 2.6408 1.9656
F -4.6809 0.4662 2.0800
F -6.1016 2.0585 1.1913
F -4.4092 2.6398 -0.2673
F -5.0877 0.4865 -0.1615
C 2.1993 -7.6194 2.3721
C 2.1369 -6.1671 1.9877
C 2.5129 -5.7409 0.7218
C 2.4323 -4.4057 0.3417
C 2.8744 -4.0262 -1.0460
C 1.9687 -3.4588 1.2660
Te 1.8445 -1.4138 0.6863
N -0.1883 1.3683 0.4836
C -0.6505 2.1743 1.6282
O -0.5852 1.6861 2.7155
C -1.0625 3.5814 1.3783
C -0.7076 4.5221 2.3462
C -1.0122 5.8590 2.1564
C -1.6967 6.2580 1.0144
C -2.0865 5.3174 0.0725
C -1.7649 3.9814 0.2497
C 3.9158 -0.9514 0.4842
C 4.7724 -1.0399 1.5951
C 4.3186 -1.6244 2.9041
C 6.0864 -0.6017 1.4829
C 6.5827 -0.0601 0.3040
C 8.0027 0.4259 0.2060
C 5.7252 0.0253 -0.7805
C 4.4020 -0.4115 -0.7180
C 3.5879 -0.2661 -1.9827
C 1.5835 -3.8655 2.5522
C 1.0943 -2.9299 3.6309
C 1.6757 -5.2151 2.8847
H 2.7825 -8.1935 1.6534
H 1.1980 -8.0529 2.4112
H 2.6491 -7.7471 3.3572
H 2.8755 -6.4677 0.0031
H 2.9757 -4.9131 -1.6706
H 3.8405 -3.5156 -1.0209
H 2.1628 -3.3456 -1.5135
H -0.2027 4.1878 3.2441
H -0.7333 6.5877 2.9059
H -1.9432 7.3016 0.8700
H -2.6556 5.6170 -0.7976
H -2.1278 3.2476 -0.4528
H 3.4037 -1.1440 3.2542
H 5.0914 -1.5125 3.6638
H 4.0958 -2.6881 2.7973
H 6.7408 -0.6859 2.3439
H 8.5764 0.1477 1.0888
H 8.0400 1.5128 0.1112
H 8.5010 0.0065 -0.6687
H 6.0919 0.4366 -1.7164
H 3.6405 0.7589 -2.3575
H 2.5437 -0.5297 -1.8402
H 3.9921 -0.9096 -2.7672
H 0.7662 -1.9675 3.2459
H 1.8890 -2.7404 4.3564
H 0.2669 -3.3841 4.1794
H 1.3798 -5.5261 3.8821
*
```

Its LUMO energy (alpha / beta) is -1.5 / -1.7 eV. The calculation puts the orbital gap (alpha / beta) at 6.352 / 6.154 eV. The value obtained for the HOMO energy (alpha / beta) is -7.8 / -7.8 eV. The relative energy (zero: lowest compared OMol25 entry of this formula, charge and spin) is 67.1 kcal per mole.

Atom charges from the Löwdin analysis, given in e for atoms 1 to 5: Ir 1.534; C -0.061; O -0.049; C -0.255; C 0.012

# C44H45FN9O12S2Ti

A structure of composition C44H45FN9O12S2Ti (ωB97M-V/def2-TZVPD, OMol25).

```
! wB97M-V def2-TZVPD RIJCOSX def2/J DEFGRID3
* xyz 0 2
Ti -1.6691 -0.8165 0.1442
C -1.3788 -3.9366 -1.3236
C -1.0136 -3.4831 -0.0833
C -2.2165 -2.8994 0.5605
C -3.3175 -3.1854 -0.3805
C -2.8066 -3.7612 -1.5020
C -3.5319 -4.1431 -2.7536
C -4.7621 -3.0026 -0.0284
C -2.5232 -3.1765 2.0229
C 0.3196 -3.7161 0.5650
C -0.5032 -4.5658 -2.3609
H -3.2032 -3.5196 -3.5897
H -4.6100 -4.0355 -2.6423
H -3.3288 -5.1812 -3.0271
H -4.9147 -2.1515 0.6326
H -5.1355 -3.8893 0.4932
H -5.3848 -2.8583 -0.9120
H -2.9887 -4.1637 2.1109
H -3.2151 -2.4428 2.4412
H -1.6226 -3.1693 2.6299
H 0.9536 -2.8278 0.5834
H 0.8532 -4.5132 0.0475
H 0.1874 -4.0359 1.6010
H -0.6422 -4.0816 -3.3301
H -0.7528 -5.6225 -2.4910
H 0.5510 -4.4974 -2.0948
F 4.1453 -2.5954 3.3371
C 3.3850 -1.4761 3.3384
C 2.0298 -1.5867 3.2384
C 1.2411 -0.4339 3.3085
C -0.1101 -0.4169 2.7716
O -0.4897 -1.3042 1.9719
C -0.9067 0.6954 3.1617
C -0.3051 1.8188 3.6169
N 1.0364 1.9338 3.7315
C 1.6333 3.2399 3.8726
C 1.0269 4.3911 3.1298
C 2.3418 3.8318 2.6849
C 1.8307 0.8060 3.6183
C 3.2287 0.8973 3.5953
C 4.0063 -0.2150 3.3456
N 5.3275 -0.0406 2.9000
C 6.2430 0.9072 3.4717
C 6.6565 1.8900 2.3489
N 6.4078 1.2225 1.0309
C 6.8939 -0.1864 1.0575
C 5.9525 -0.9786 1.9855
C -2.3466 0.6946 2.7701
O -3.2430 1.0566 3.4994
O -2.4975 0.2490 1.5636
H 1.5649 -2.5424 3.0354
H -0.8791 2.7121 3.8151
H 2.0480 3.4296 4.8568
H 1.0088 5.3446 3.6369
H 0.1817 4.2052 2.4791
H 3.2445 4.4006 2.8673
H 2.3269 3.2533 1.7690
H 3.6929 1.8723 3.5965
H 7.1220 0.4118 3.9022
H 5.7548 1.4634 4.2682
H 7.7105 2.1619 2.3898
H 6.0525 2.7962 2.3642
H 6.8368 1.7492 0.2741
H 5.3828 1.1615 0.8328
H 7.9250 -0.1658 1.4102
H 6.8684 -0.5721 0.0419
H 6.5223 -1.7628 2.4958
H 5.1769 -1.4440 1.3830
C -6.2677 0.1788 -3.1188
N -5.4493 0.1988 -1.9265
C -5.7069 0.8900 -0.7644
C -4.6557 0.6503 0.0592
N -3.7489 -0.1702 -0.5814
C -4.2717 -0.4136 -1.7722
H -6.4462 1.1979 -3.4595
H -7.2195 -0.3135 -2.9222
H -5.7382 -0.3660 -3.8969
H -6.5870 1.4935 -0.6353
H -4.4845 1.0232 1.0519
H -3.8245 -1.0239 -2.5383
O -1.5971 6.7105 -1.2573
S -2.4148 5.6450 -0.7445
O -3.5495 5.9888 0.0673
N -1.4817 4.5269 0.0190
C -1.4974 3.3818 -0.6067
S -0.6601 2.0116 -0.0632
C -2.3124 3.3619 -1.8590
C -2.4706 2.3359 -2.7736
C -3.2696 2.5666 -3.8877
C -3.8926 3.7974 -4.0808
C -3.7173 4.8334 -3.1674
C -2.9185 4.5832 -2.0732
H -1.9777 1.3854 -2.6226
H -3.3947 1.7812 -4.6230
H -4.5055 3.9583 -4.9584
H -4.1795 5.8008 -3.3114
O 4.7011 -1.2145 -4.6081
N 3.5033 -1.3941 -4.7484
O 2.9855 -1.8309 -5.7555
C 2.6337 -1.1262 -3.5990
C 1.2599 -1.3396 -3.7084
C 0.4520 -1.1085 -2.6091
C 0.9712 -0.6984 -1.3320
O 0.2425 -0.6491 -0.2870
C 2.3665 -0.4093 -1.3392
C 3.1901 -0.6372 -2.4508
N 2.9914 0.2291 -0.2227
O 4.1977 0.5677 -0.3292
O 2.3674 0.4248 0.7823
N -0.9081 -1.2977 -2.7605
O -1.4063 -1.6433 -3.8517
O -1.7396 -0.9893 -1.7821
H 0.8164 -1.6826 -4.6293
H 4.2417 -0.4138 -2.4038
*
```

Its LUMO energy (alpha / beta) is -1.2 / -1.1 eV. The calculation puts the orbital gap (alpha / beta) at 5.597 / 6.103 eV. The value obtained for the HOMO energy (alpha / beta) is -6.8 / -7.2 eV. The relative energy (zero: lowest compared OMol25 entry of this formula, charge and spin) is 20.7 kcal per mole. As for the expectation value of S²: 0.78.

Atom charges from the Löwdin analysis, given in e for atoms 1 to 5: Ti 1.183; C -0.201; C -0.224; C -0.344; C -0.241

# C44H45N12P2Tl

A structure of composition C44H45N12P2Tl in a non-equilibrium geometry (ωB97M-V/def2-TZVPD, OMol25).

```
! wB97M-V def2-TZVPD RIJCOSX def2/J DEFGRID3
* xyz 0 1
Tl -0.2387 1.4547 0.0341
C -3.2154 2.3780 1.6789
N -2.6996 1.0715 1.2778
C -3.4983 0.5249 0.1852
C -2.6459 0.1925 2.4124
C -3.7975 -0.3669 2.9534
C -3.7563 -1.1804 4.0709
C -2.5389 -1.4606 4.6674
C -1.3870 -0.8927 4.1641
C -1.4168 -0.0503 3.0436
N -0.2046 0.4178 2.5622
C 0.6120 1.0421 3.3432
C 0.1274 1.8500 4.4703
C 0.7945 2.9521 4.8168
C 2.2065 3.1204 4.3855
C 3.3752 2.6238 2.7989
C 2.4529 1.8462 1.8077
N 2.8578 0.9677 0.7763
C 3.6893 -0.1328 1.2218
C 3.4028 1.6584 -0.3812
H -4.2714 2.3254 1.9806
H -3.1205 3.0689 0.8433
H -2.6301 2.7613 2.5147
H -4.5568 0.4068 0.4472
H -3.0958 -0.4443 -0.1091
H -3.4330 1.2057 -0.6616
H -4.7556 -0.1572 2.5011
H -4.6688 -1.5856 4.4811
H -2.4864 -2.1141 5.5261
H -0.4285 -1.0926 4.6224
H -0.8746 1.6574 4.8195
H 0.3704 3.7121 5.4546
H 2.8159 3.5318 5.1963
H 4.4457 2.7648 2.6959
H 4.6261 0.2025 1.6876
H 3.9337 -0.7397 0.3536
H 3.1284 -0.7346 1.9332
H 4.3850 2.1090 -0.1745
H 2.7081 2.4356 -0.6930
H 3.5035 0.9379 -1.1906
N 0.7581 4.8921 1.9963
C -0.2426 4.9973 1.0306
N -0.8335 6.1585 0.7648
N -1.7326 5.8608 -0.1578
N -1.6959 4.6059 -0.4367
N -0.7587 4.0022 0.2968
C 1.5692 3.8517 2.1014
N 2.5853 3.8377 3.1129
N 2.8222 1.8577 3.9322
N 1.9339 1.1500 3.0318
N 1.5333 2.8193 1.3274
H 0.9459 5.7351 2.5184
C 0.3036 -2.0196 -3.2873
C 0.7278 -2.8469 -2.0803
P -0.0865 -2.2638 -0.5011
C 0.7779 -3.4742 0.5945
C 2.1688 -3.4101 0.6354
C 2.9042 -4.3137 1.3786
C 2.2578 -5.2919 2.1154
C 0.8748 -5.3271 2.1307
C 0.1393 -4.4210 1.3865
C -1.7102 -3.1180 -0.5699
C -2.5313 -2.9344 0.5436
C -3.7455 -3.5877 0.6436
C -4.1605 -4.4335 -0.3718
C -3.3658 -4.6022 -1.4912
C -2.1533 -3.9419 -1.5972
P 0.3579 -0.2035 -2.8402
C -0.8357 0.4826 -4.0516
C -0.9535 -0.0006 -5.3511
C -1.8197 0.6070 -6.2409
C -2.5734 1.7018 -5.8466
C -2.4672 2.1834 -4.5528
C -1.6064 1.5722 -3.6579
C 1.9000 0.3294 -3.6700
C 3.0618 -0.4288 -3.5545
C 4.2576 0.0320 -4.0736
C 4.3124 1.2602 -4.7099
C 3.1655 2.0292 -4.8139
C 1.9701 1.5756 -4.2872
H -0.7342 -2.2341 -3.5592
H 0.9463 -2.2362 -4.1466
H 1.7988 -2.7180 -1.9112
H 0.5522 -3.9152 -2.2330
H 2.6815 -2.6422 0.0770
H 3.9839 -4.2599 1.3838
H 2.8307 -6.0078 2.6872
H 0.3576 -6.0730 2.7170
H -0.9375 -4.4666 1.4269
H -2.1939 -2.2895 1.3434
H -4.3644 -3.4470 1.5176
H -5.1004 -4.9587 -0.2911
H -3.6824 -5.2684 -2.2813
H -1.5607 -4.0904 -2.4853
H -0.3569 -0.8420 -5.6734
H -1.8984 0.2327 -7.2519
H -3.2358 2.1810 -6.5525
H -3.0453 3.0412 -4.2417
H -1.5187 1.9577 -2.6488
H 3.0296 -1.3857 -3.0526
H 5.1524 -0.5632 -3.9627
H 5.2484 1.6192 -5.1097
H 3.2013 2.9889 -5.3074
H 1.0804 2.1835 -4.3634
*
```

Its LUMO energy is -0.3 eV. The calculation puts the orbital gap at 7.036 eV. The value obtained for the HOMO energy is -7.4 eV.

Atom charges from the Löwdin analysis, given in e for atoms 1 to 5: Tl 0.761; C -0.078; N -0.282; C -0.091; C -0.223

# C44H45N2O3

A cluster of 2 separate species, C44H45N2O3 in total in a non-equilibrium geometry (ωB97M-V/def2-TZVPD, OMol25).

```
! wB97M-V def2-TZVPD RIJCOSX def2/J DEFGRID3
* xyz 1 1
C -5.4894 2.6817 -0.6356
N -4.7829 1.4975 -0.2184
C -4.7618 0.3697 -0.9931
O -5.2747 0.2417 -2.0994
C -3.9911 -0.6870 -0.2177
C -4.7861 -2.0001 -0.1260
C -4.0670 -3.0578 0.6683
C -2.8803 -3.5971 0.1574
C -2.1242 -4.4761 0.9374
C -2.5775 -4.8386 2.2114
C -3.7851 -4.3306 2.7046
C -4.5474 -3.4649 1.9190
N -3.7408 -0.0314 1.0591
C -2.8473 -0.5582 1.9439
C -2.7490 -0.2056 3.2541
C -1.8049 -0.8006 4.1691
C -2.0291 -0.7104 5.5654
C -1.1205 -1.2532 6.4631
C 0.0334 -1.8999 5.9867
C 0.2489 -2.0291 4.6053
C -0.6579 -1.4864 3.7003
C -4.1671 1.3777 1.0934
C -2.9848 2.3409 1.2581
C -5.1879 1.6648 2.2008
H -5.6900 2.6234 -1.7061
H -6.4449 2.7824 -0.1047
H -4.8817 3.5655 -0.4199
H -3.0296 -0.8785 -0.7395
H -5.7800 -1.7952 0.3022
H -4.9238 -2.3320 -1.1671
H -2.5523 -3.3067 -0.8442
H -1.1904 -4.8785 0.5394
H -1.9868 -5.5237 2.8215
H -4.1431 -4.6168 3.6964
H -5.5020 -3.0698 2.2758
H -2.2485 -1.3888 1.5544
H -3.4703 0.4816 3.6931
H -2.9412 -0.2151 5.9077
H -1.3080 -1.1773 7.5355
H 0.7560 -2.3091 6.6902
H 1.1292 -2.5545 4.2300
H -0.4889 -1.5760 2.6233
H -2.2531 2.1868 0.4541
H -3.3521 3.3741 1.2219
H -2.5006 2.1679 2.2257
H -5.9831 0.9072 2.1998
H -4.7030 1.6774 3.1797
H -5.6310 2.6564 2.0380
C 4.3425 8.1457 6.7490
O 3.5755 6.9234 6.8144
C 3.2647 6.2749 5.6601
C 2.6647 4.9959 5.7873
C 2.4438 4.2208 4.6682
C 2.6986 4.7294 3.3700
C 2.4724 3.9201 2.1797
C 2.6169 2.5123 2.2443
C 2.3084 1.6346 1.2236
C 2.5582 0.2194 1.2454
C 2.2992 -0.5640 0.0875
C 2.4942 -1.9403 0.0959
C 2.9649 -2.5770 1.2563
C 3.2547 -1.8177 2.4005
C 3.0668 -0.4365 2.3964
C 2.1273 4.5977 0.9318
C 1.2122 5.6830 0.9497
C 0.8055 6.2932 -0.2132
C 1.3955 5.9205 -1.4478
O 0.9781 6.5980 -2.5507
C 1.6199 6.3521 -3.8199
C 2.3632 4.8871 -1.4788
C 2.6829 4.2210 -0.3063
C 3.2315 6.0383 3.2607
C 3.5407 6.7996 4.3733
H 4.4276 8.4578 7.7900
H 5.3395 7.9645 6.3256
H 3.8202 8.9133 6.1641
H 2.4247 4.6380 6.7863
H 2.0336 3.2178 4.7822
H 2.9741 2.1085 3.1922
H 1.8536 2.0248 0.3120
H 1.9450 -0.0606 -0.8148
H 2.2851 -2.5288 -0.7987
H 3.1110 -3.6558 1.2720
H 3.6311 -2.3019 3.3030
H 3.2988 0.1493 3.2861
H 0.7981 6.0279 1.8978
H 0.0510 7.0779 -0.2168
H 1.0977 7.0159 -4.5094
H 2.6862 6.6096 -3.7795
H 1.4960 5.3074 -4.1308
H 2.8408 4.6004 -2.4178
H 3.4044 3.4049 -0.3302
H 3.4457 6.4451 2.2725
H 3.9998 7.7824 4.2533
*
```

Its LUMO energy is -5.0 eV. The calculation puts the orbital gap at 3.998 eV. The value obtained for the HOMO energy is -9.0 eV.

Atom charges from the Löwdin analysis, given in e for atoms 1 to 5: C -0.017; N -0.029; C -0.386; O 0.074; C -0.180